25
Properties=species:S:1:pos:R:3:forces:R:3 method="wB97M-V/def2-TZVPD" homo_energy_ev="-11.93 / -11.93" orbital_gap_ev="8.3 / 8.3" total_charge=+1 total_energy_ha=-572.2111
O 3.68567 -0.17217 0.67623 0.249 -1.079 -0.236
O 1.86320 -0.55375 -0.68619 -0.267 0.159 -0.266
N -1.49134 -1.83359 0.72923 0.412 -4.214 -0.277
N 3.65153 0.72139 -1.43337 1.435 -0.368 0.544
C 3.23848 -0.08494 -0.41515 -1.028 3.357 0.081
C -2.33809 -0.24898 -1.08555 -0.483 -1.396 -4.029
C -0.96703 1.85795 -0.33030 -0.942 -1.005 0.548
C 0.73518 0.06995 -0.59031 -1.559 -1.238 0.102
C -0.90309 -1.98130 2.05470 0.787 -0.877 0.625
C -1.87756 0.65217 0.03526 0.557 -0.188 -1.287
C 0.39531 1.40110 -0.00316 4.136 -0.144 -0.274
C -1.52928 -0.84379 -0.06911 0.880 3.258 0.735
H -0.93735 -3.06648 2.38501 0.081 1.287 -0.776
H -1.58502 -2.80827 0.31929 -0.355 1.859 0.171
H -1.50537 -1.46940 2.76719 -0.319 0.698 0.597
H -1.81893 -0.30959 -2.13701 -0.574 1.108 2.176
H 0.41591 1.03353 1.02072 0.128 0.214 0.789
H 4.62432 1.09729 -1.32564 -1.540 -0.517 -0.350
H -2.50819 0.88305 0.86258 -0.882 -0.176 0.279
H 3.13289 0.88290 -2.28858 0.274 -0.364 0.292
H -1.27139 2.73539 0.24909 0.188 -0.255 -0.017
H -3.35906 -0.57429 -1.36208 0.332 0.115 1.087
H 1.23353 2.13416 -0.10826 -0.700 -0.185 0.160
H 0.14823 -1.63969 2.10534 -0.535 -0.074 -0.167
H -1.03257 2.11735 -1.36991 -0.273 0.027 -0.506


24
Properties=species:S:1:pos:R:3:forces:R:3 method="wB97M-V/def2-TZVPD" homo_energy_ev="-1.08 / -0.86" orbital_gap_ev="4.3 / 4.2" total_charge=-1 total_energy_ha=-614.7771
Pb -0.06292 0.91610 -3.21706 0.709 5.640 0.769
N -0.27266 -0.33458 -1.17274 0.054 -1.615 1.372
N 1.50945 1.92977 -1.32022 0.805 0.702 1.462
C -0.13400 0.83386 2.15258 0.243 1.051 1.381
C -0.42611 -0.38395 4.21679 0.058 -0.051 1.380
C -0.16078 0.81801 3.54868 0.094 0.073 -1.279
C -0.28046 -0.40381 0.00463 -0.237 0.596 1.189
C -0.34227 -0.36853 1.42334 0.023 0.019 -2.397
C -0.69489 -1.56556 3.51256 -0.026 -0.347 -1.615
C -0.65995 -1.55602 2.11715 -0.318 -1.111 1.598
C -0.04334 -1.18735 -4.20727 1.662 -2.637 -0.568
H -0.41760 -0.42521 5.30703 -0.017 0.142 -0.224
H 0.90179 -0.56979 -3.77438 -1.251 -2.744 -1.617
H 0.82626 2.29127 -0.64683 0.372 -0.084 -0.125
H 2.20926 2.66630 -1.48219 -0.384 -0.489 0.125
H -0.29995 -0.84599 -5.21454 0.021 0.107 0.247
H -0.90365 -1.27446 -3.53122 0.252 -0.181 -0.196
H -0.92161 -2.50018 4.03927 0.064 0.407 -0.172
H 0.04743 1.77968 1.63382 -0.039 -0.349 0.096
H -0.87839 -2.45880 1.53933 0.097 0.247 0.268
H -1.39644 1.95540 -3.89952 -1.439 0.616 -0.797
H 0.39911 -2.18280 -4.29049 -0.270 -0.230 -0.181
H 0.03497 1.73783 4.11398 -0.133 -0.366 -0.268
H 1.96674 1.12882 -0.85268 -0.341 0.604 -0.447


26
Properties=species:S:1:pos:R:3:forces:R:3 method="wB97M-V/def2-TZVPD" homo_energy_ev=-8.95 orbital_gap_ev=9.4 total_energy_ha=-627.1867
O -2.32699 -2.01817 -0.80760 -0.067 0.316 -0.145
O -2.50680 -0.97714 1.11891 -0.188 0.031 -0.763
N 2.39854 -2.91554 -0.05606 2.320 0.454 -1.003
N -2.00338 -0.89707 -0.06439 -1.005 -1.666 3.018
N 0.57694 0.54082 2.49856 1.851 0.114 0.103
C 1.59988 0.58628 0.36419 0.634 1.122 0.611
C -1.17416 -0.00402 -0.41120 0.578 -0.087 -1.752
C -0.91890 1.05929 0.56066 0.137 1.895 1.043
C -0.53992 -0.07474 -1.75631 0.654 -2.364 0.537
C 2.32266 -0.48526 0.07483 1.746 0.575 -0.328
C 0.44025 0.76253 1.27679 -1.564 -1.115 -1.665
C 1.89649 -1.84607 0.38997 0.272 -0.012 -0.024
C -0.90041 2.42100 -0.17637 -0.723 -0.741 -0.344
H -0.22609 0.80473 2.99470 -1.714 0.052 0.977
H -0.20032 2.39484 -1.04258 -1.165 0.104 0.080
H -1.08305 0.35371 -2.51439 -1.531 1.505 -1.655
H -0.42603 3.08642 0.48633 0.270 1.285 0.945
H -0.47727 -1.11755 -2.08027 -0.191 -0.172 0.277
H 3.28509 -2.61614 -0.59377 -1.552 -0.864 0.525
H -1.75992 1.15236 1.30270 1.072 -0.574 -0.550
H -2.86398 -2.47098 -0.10861 0.383 0.272 -0.557
H -1.99745 2.73618 -0.31387 1.924 -0.276 -0.502
H 1.08136 -1.96671 1.06224 -1.007 0.173 0.450
H 1.96658 1.56742 0.05948 0.165 -0.154 -0.211
H 0.47755 0.22216 -1.86374 0.583 0.769 0.518
H 3.35934 -0.29834 -0.40021 -1.884 -0.642 0.413


30
Properties=species:S:1:pos:R:3:forces:R:3 method="wB97M-V/def2-TZVPD" smiles="NC(=O)C[C@H](NC(=O)[C@@H](N)CC(=O)O)C(=O)O" homo_energy_ev=-9.43 orbital_gap_ev=10.0 total_energy_ha=-928.4332
O -1.29863 -2.15538 1.03995 -0.496 -0.413 0.397
O 2.05767 1.02337 -1.06382 -0.185 0.371 -0.273
O -2.15913 2.99160 0.30697 -0.048 -1.422 -0.018
O 0.16955 0.98955 1.92222 -0.344 0.268 0.180
O 2.35123 0.71249 2.18058 0.276 -0.194 -0.160
O -0.93609 1.78122 -1.12086 -1.178 -0.118 1.124
N -3.55501 -1.48398 -0.74925 -0.497 -0.262 2.213
N 0.03706 -0.76116 -0.16523 -0.255 0.323 -0.367
N 4.11530 0.15594 -1.48506 3.613 -0.881 1.880
C 2.87392 0.15077 -0.89737 0.215 -0.895 0.636
C 1.19227 -0.83460 0.72946 -0.131 -0.757 -1.015
C 1.32567 0.37131 1.65224 0.214 -0.054 0.242
C 2.50697 -1.10973 -0.05603 -0.108 0.431 0.109
C -1.82487 1.79337 -0.27336 1.366 1.501 -1.801
C -2.67049 0.64186 0.08548 -1.057 -0.830 0.739
C -1.17302 -1.33419 0.16621 0.669 1.173 -1.184
C -2.35471 -0.69038 -0.65004 0.825 -0.019 1.813
H 0.36866 1.67497 2.59442 -0.042 -0.375 -0.432
H -3.33015 -2.32811 -1.24391 -0.048 -0.450 -0.201
H 1.03348 -1.72824 1.36268 -0.107 0.525 -0.060
H 0.02807 -0.03342 -0.91234 0.184 -0.616 1.141
H -3.82426 -1.79299 0.23770 0.449 0.418 -1.772
H -1.54380 3.61022 -0.10337 0.131 0.271 -0.024
H 4.42805 1.03849 -1.92915 -0.628 -0.810 0.521
H 4.97395 -0.30475 -0.87183 -3.252 1.464 -2.232
H -3.69683 0.81873 -0.27506 0.175 0.503 0.473
H 2.33333 -1.96826 -0.76276 0.307 0.739 0.831
H -2.68193 0.55386 1.20987 -0.134 -0.111 -1.101
H 3.28892 -1.33951 0.70683 -0.354 0.048 -0.859
H -2.03517 -0.44304 -1.63517 0.439 0.172 -0.804


25
Properties=species:S:1:pos:R:3:forces:R:3 method="wB97M-V/def2-TZVPD" homo_energy_ev=-12.53 orbital_gap_ev=9.5 total_charge=+1 total_energy_ha=-531.3447
N -0.33688 2.26552 0.49236 1.070 -1.513 -3.245
N 0.78529 -0.43618 0.77941 -0.523 0.695 0.079
N 1.06756 0.18386 3.00450 -0.238 1.518 -1.450
N 0.09710 1.68131 1.69035 -1.325 0.546 1.485
C 1.85322 -1.48590 0.90301 -0.642 0.711 -1.508
C -1.42254 -0.46174 -0.22108 -0.073 1.276 -1.064
C -1.69136 -0.48857 -2.63272 2.407 -0.218 2.726
C -2.25298 -0.53551 -1.36049 0.642 -0.305 -0.116
C -0.03652 -0.33711 -0.39751 -0.526 -2.341 0.191
C 0.50424 0.43742 1.78141 2.239 1.389 -0.549
C 0.49670 -0.47593 -1.66542 0.650 1.720 0.513
C -0.32074 -0.43461 -2.77012 0.401 -0.125 -0.422
H -2.18649 -0.63298 -3.49537 -2.337 -0.184 -2.567
H 2.84121 -1.05101 0.52581 -1.221 -0.707 0.821
H 1.46541 -2.21784 0.11549 1.019 0.207 1.663
H 1.88431 -1.77906 1.98273 0.288 -0.378 -1.512
H 0.13046 -0.39950 -3.75353 -0.041 -0.061 -0.009
H -1.35454 2.52368 0.47065 0.879 -0.706 0.139
H 0.95058 -0.72350 3.28523 -0.159 -2.509 1.274
H -3.29368 -0.78101 -1.41269 -0.609 0.372 0.994
H 0.86249 0.88807 3.67929 -0.103 0.336 0.461
H -1.69443 -0.17690 0.77915 -1.089 -0.847 0.372
H 0.17155 3.15097 0.31794 -0.103 -0.497 0.367
H 1.54250 -0.25778 -1.72650 0.696 -0.558 -0.447
H -0.06245 1.54429 -0.37190 -1.300 2.180 1.803


27
Properties=species:S:1:pos:R:3:forces:R:3 method="wB97M-V/def2-TZVPD" smiles="N[C@]1(CO)[NH+]=C(CO)Nn2cccc21" homo_energy_ev=-12.07 orbital_gap_ev=8.8 total_charge=+1 total_energy_ha=-681.8101
O -0.00974 3.61513 1.14078 0.508 -0.024 0.707
O 1.67694 -1.72360 0.55614 0.663 -0.457 -1.399
N 0.60358 1.62164 -0.32445 -0.244 -0.196 1.479
N -2.01648 -1.23493 0.39953 2.857 -1.201 1.437
N 0.42322 0.80592 -1.40979 -1.852 -4.181 -0.222
N -0.34497 0.10663 1.11118 0.849 1.539 2.377
C 0.21276 1.28484 0.91823 0.253 -0.092 -2.353
C 0.31195 2.47397 1.90474 3.420 -0.103 -4.305
C -0.22222 -0.54694 -1.21569 1.260 2.957 -0.310
C 0.45532 -0.29222 -3.36225 0.635 1.103 1.644
C 0.30235 -2.17625 0.57393 1.409 1.757 -2.260
C -0.59858 -0.95083 0.16937 -0.690 -1.324 0.558
C 0.83406 0.88993 -2.74924 -0.703 1.178 1.530
C -0.20730 -1.18504 -2.41716 0.993 0.880 -1.635
H -2.56795 -0.47825 0.22743 -1.794 2.465 -0.727
H 0.11208 -2.81189 -0.28709 0.009 -1.075 0.684
H -0.49486 -0.14245 2.10401 -0.190 0.027 -0.965
H -0.95434 3.63131 1.15160 -1.175 0.649 -0.319
H -0.54859 -2.14926 -2.84373 0.082 0.611 1.225
H 2.24590 -2.15805 -0.14820 -1.401 0.716 1.222
H -0.25210 2.31861 2.69565 -2.932 -0.634 3.813
H -2.39564 -2.04136 0.00606 -0.380 -1.561 -0.838
H 0.24877 -2.51324 1.57092 -1.323 -0.847 0.925
H 1.34692 2.61379 2.22152 -0.010 -0.297 0.025
H 0.74942 2.61638 -0.40339 0.100 0.263 -0.767
H 0.91812 -0.53189 -4.27898 -0.430 -0.414 -1.195
H 1.15120 1.93461 -3.02587 0.091 -1.738 -0.331


28
Properties=species:S:1:pos:R:3:forces:R:3 method="wB97M-V/def2-TZVPD" smiles=CCON(CCO)n1cnc2nccn21 homo_energy_ev=-8.57 orbital_gap_ev=9.2 total_energy_ha=-736.6800
O 0.69737 -0.19279 1.28728 0.301 0.716 0.107
O 1.07591 -3.25757 -1.95484 1.439 1.947 -2.153
N -0.86631 1.89632 -2.11196 -0.167 1.212 -0.823
N 1.17057 -0.15053 -0.01150 0.597 0.373 -1.104
N -1.17661 0.23844 -0.66343 1.103 0.277 -0.452
N 0.10501 0.18753 -1.05664 2.748 -0.922 1.007
N -3.01181 1.32903 -0.89678 -1.184 0.537 -0.916
C 0.25170 1.30994 -1.91195 0.147 -0.447 1.118
C 1.83013 -1.43003 -0.39209 -1.035 -0.674 1.370
C -1.77190 1.27361 -1.31405 -1.129 -1.241 1.504
C -3.20692 0.26732 -0.03843 -1.950 2.345 1.091
C 1.16719 0.99464 2.03254 -0.230 1.263 -2.476
C -2.02217 -0.40239 0.15331 -1.248 0.198 -0.170
C 0.85098 -2.59026 -0.68932 -0.335 -1.030 -0.645
C 0.01972 1.98538 2.14700 0.293 1.836 -3.226
H -0.81520 1.36119 2.32896 -1.224 -0.029 1.089
H -1.74572 -1.17591 0.78095 0.456 -1.267 0.962
H 2.08497 1.41252 1.57121 -0.665 -0.352 -0.249
H -0.19095 -2.25979 -0.89761 0.493 0.194 1.535
H 0.97483 -3.40976 0.11360 -0.657 1.313 -1.333
H -0.29779 2.48631 1.09419 1.084 -1.218 2.040
H 2.37238 -1.15339 -1.25266 0.650 0.019 -1.265
H -4.21702 0.36720 0.57067 2.468 -1.063 -1.369
H 1.20018 -2.54596 -2.72708 -0.526 -2.215 2.761
H 1.48317 0.70350 2.97132 0.274 -1.204 2.068
H 1.21640 1.64836 -2.28479 -0.248 -0.458 0.101
H 2.59665 -1.77123 0.37354 -1.100 0.956 -0.642
H 0.22526 2.87830 2.77855 -0.354 -1.064 0.069


24
Properties=species:S:1:pos:R:3:forces:R:3 method="wB97M-V/def2-TZVPD" homo_energy_ev="-6.92 / -6.92" orbital_gap_ev="7.0 / 7.0" total_energy_ha=-1163.6011
S 3.46863 1.90589 -0.27656 0.509 -0.672 -0.205
S 3.56355 -1.18422 -0.53443 -0.311 0.533 0.235
N 0.75358 -0.74647 0.57305 -0.768 2.398 -0.431
C 0.56499 0.53118 0.60489 0.841 1.172 2.007
C -0.01951 1.51348 -1.53883 -0.369 0.821 0.753
C 3.28948 0.32449 -0.27043 1.267 0.920 -0.972
C 1.31276 1.38995 1.63448 -2.659 -0.806 -0.474
C 1.09821 -1.72549 -0.02835 0.563 -4.660 0.300
C -1.74726 0.15771 -0.06953 2.011 -1.285 1.229
C 0.72672 -3.22284 0.23829 -2.957 2.291 -0.100
C -0.56730 1.21498 -0.15298 0.745 -5.007 -1.001
H -1.44091 -0.89485 -0.44337 -0.229 1.983 -0.060
H 0.24410 0.62638 -2.06037 -0.092 -0.795 -0.729
H 0.57640 1.72706 2.36139 -0.100 -0.221 0.516
H -1.83444 -0.11390 1.03949 -0.767 0.851 -1.393
H 1.63136 2.30210 1.19119 0.514 0.587 -0.574
H -2.61623 0.46375 -0.59962 -0.984 0.236 0.024
H 2.10419 0.85296 2.07589 0.921 -0.387 0.647
H 0.10118 -3.36450 -0.70299 0.367 -0.353 1.265
H 1.50396 -3.93373 0.17358 1.203 -0.319 -0.049
H -0.75915 2.14458 -2.03344 0.291 -0.140 -0.542
H 0.91153 2.05045 -1.36705 -0.022 0.368 -0.380
H 0.08746 -3.41331 1.19283 1.030 0.380 -1.651
H -0.73311 2.12990 0.27206 -1.005 2.106 1.585


23
Properties=species:S:1:pos:R:3:forces:R:3 method="wB97M-V/def2-TZVPD" homo_energy_ev="-9.08 / -9.22" orbital_gap_ev="8.1 / 8.7" total_energy_ha=-656.6581
Si -2.00165 -0.57096 -0.01894 1.505 -3.230 1.521
N -1.66960 1.05970 -0.26039 0.381 0.600 -1.538
C -2.19834 1.98368 0.67064 1.667 0.453 -1.935
C 2.76733 -0.75872 1.23109 -1.369 2.344 -2.487
C 1.90912 0.87726 -0.94736 -0.747 -0.356 -1.867
C 1.80559 0.28562 1.28129 -1.265 -0.584 1.844
C 2.76710 -0.22174 -1.12972 0.081 1.713 -0.094
C 1.35650 1.07947 0.26399 1.465 -1.369 0.270
C 3.22044 -0.96868 -0.06760 3.102 -0.764 0.668
C -1.34024 -1.78497 -1.30081 -1.482 -0.556 -0.636
H -3.31648 -1.23769 0.28686 -0.095 0.897 0.129
H 3.24636 -0.19312 -2.09014 0.218 -0.735 -0.308
H -1.08536 -0.67118 1.28585 -0.962 -0.132 -0.936
H 3.21462 -1.21319 2.06855 0.028 -0.559 0.916
H -2.09014 -1.69849 -2.18362 0.983 -0.863 1.415
H -1.54071 2.82107 0.79720 0.026 0.968 -0.422
H 1.59206 1.43873 -1.81445 0.194 0.188 -0.158
H 1.16117 0.41198 2.12102 0.207 -0.043 1.457
H -1.11045 -2.85918 -0.92513 -0.904 1.851 -0.678
H -3.15224 2.19807 0.28373 -1.585 0.897 0.057
H -2.19291 1.53016 1.57397 -0.867 -1.304 3.382
H -0.45520 -1.41675 -1.74074 1.367 0.448 -0.343
H 4.23714 -1.49486 -0.15880 -1.949 0.136 -0.257


23
Properties=species:S:1:pos:R:3:forces:R:3 method="wB97M-V/def2-TZVPD" homo_energy_ev="-13.30 / -13.30" orbital_gap_ev="8.7 / 8.7" total_charge=+1 total_energy_ha=-785.6987
S 2.25324 -0.27193 2.05162 -0.203 1.591 -1.732
O 0.85234 0.78653 0.23602 0.911 1.581 0.105
C 1.87501 1.06896 0.99896 0.329 -1.728 2.679
C -0.77811 0.44777 -1.57264 0.281 0.338 -1.054
C -2.21262 -0.30881 0.38839 -0.203 -1.434 -0.348
C 1.11840 -1.28242 1.33150 -2.518 7.156 -4.932
C -0.94219 -2.05836 -1.12911 -0.986 0.198 0.532
C 2.51147 2.39847 1.04607 -1.283 -0.830 0.173
C -0.95748 -0.64577 -0.49298 0.224 1.269 0.012
C 0.26455 -0.37274 0.30112 3.294 -5.506 5.035
H -0.49386 1.47183 -1.14646 -0.944 -1.593 -0.949
H -1.26944 -2.95063 -0.57180 0.497 0.657 0.664
H -2.30481 0.79091 0.56616 0.223 -1.035 0.201
H -1.59725 0.51634 -2.29115 -0.293 0.072 0.469
H 3.31704 2.44463 1.73530 1.023 -0.075 0.025
H -0.05913 -2.30321 -1.69096 0.537 0.158 -0.063
H -1.74697 -1.97131 -1.81385 -0.722 -0.052 -1.181
H 0.84964 -2.09984 1.82680 -1.206 -3.654 1.364
H 2.63196 2.65555 0.05017 1.731 0.393 -2.198
H -2.08842 -0.96161 1.30593 -0.676 1.155 -0.700
H -3.13983 -0.64304 -0.18575 1.180 0.409 0.806
H 1.87059 3.22120 1.24886 -1.345 0.371 1.098
H 0.04589 0.06749 -2.19219 0.145 0.561 -0.003


Listing maximum force for the structures above in their given order: 4.29, 5.74, 3.59, 4.21, 3.74, 5.50, 3.72, 5.16, 3.87, 9.05 eV/A.
Listing energy relative to the best compared isomer or geometry (same formula, charge and spin) for the structures above in their given order: 128.7, 44.4, 117.8, 12.5, 63.0, 51.7, 0.0, 62.4, 152.6, 24.3 kcal/mol.